[1]
The ion C4H7IN with charge +1 at a distorted geometry, computed with ωB97M-V/def2-TZVPD.

energy above the lowest of the compared OMol25 structures with the same formula, charge and spin = 5.195 eV

ORCA input file:
```
! wB97M-V def2-TZVPD RIJCOSX def2/J DEFGRID3
* xyz 1 1
C 1.769 0.349 -0.692
C 0.048 1.853 0.289
C -0.880 -1.231 0.396
C -0.322 -0.324 -0.641
N 0.597 0.806 -0.194
I 3.128 -0.631 0.518
H -0.980 1.803 0.454
H 0.504 2.886 0.516
H -0.624 -1.104 1.407
H -2.049 -1.366 0.181
H -0.509 -2.237 0.286
H -1.016 0.194 -1.316
H 0.335 -0.998 -1.204
*
```

=====

[2]
An isolated molecule of C4H7IN2 at a distorted geometry, computed with ωB97M-V/def2-TZVPD.

SMILES = C[C@@H]1CN=N[C@H]1I
energy above the lowest of the compared OMol25 structures with the same formula, charge and spin = 2.013 eV

ORCA input file:
```
! wB97M-V def2-TZVPD RIJCOSX def2/J DEFGRID3
* xyz 0 1
C -0.559 -0.706 -0.472
C 0.640 -0.053 0.319
C 0.158 1.323 0.771
N 0.855 2.298 -0.025
N 1.717 1.755 -0.693
C 1.780 0.363 -0.581
I 3.703 -0.184 0.044
H -0.816 0.191 -0.959
H -1.439 -0.903 0.136
H -0.299 -1.595 -1.144
H 1.116 -0.476 1.148
H -0.855 1.381 0.660
H 0.394 1.579 1.897
H 1.687 -0.220 -1.514
*
```

=====

[3]
A cluster of 2 separate species, C4H7IN2 in total at a distorted geometry, computed with ωB97M-V/def2-TZVPD.

energy above the lowest of the compared OMol25 structures with the same formula, charge and spin = 4.286 eV

ORCA input file:
```
! wB97M-V def2-TZVPD RIJCOSX def2/J DEFGRID3
* xyz 0 1
C -0.884 2.190 -0.665
C 1.469 -1.143 0.029
C -1.008 -1.075 0.254
C 0.327 -0.438 0.384
N -0.908 2.848 0.336
N 1.510 -2.318 -0.410
I 3.316 0.120 0.264
H -1.220 2.071 -1.673
H -1.802 -0.334 0.315
H -1.078 -1.623 -0.683
H -1.154 -1.805 1.055
H 0.409 0.530 0.846
H -1.370 3.722 0.594
H 2.391 -2.745 -0.647
*
```

=====

[4]
A structure of composition C4H7IN2 at a distorted geometry, computed with ωB97M-V/def2-TZVPD.

energy above the lowest of the compared OMol25 structures with the same formula, charge and spin = 1.937 eV
⟨S²⟩ = 2.009

ORCA input file:
```
! wB97M-V def2-TZVPD RIJCOSX def2/J DEFGRID3
* xyz 0 3
C -0.447 -0.092 1.091
C -0.943 -1.467 0.530
C 0.730 0.266 -0.265
C 0.302 1.594 -0.937
N -0.114 -1.766 -0.656
N 0.659 -0.918 -1.029
I 2.802 0.285 0.253
H -1.174 0.566 0.829
H 0.076 -0.228 1.945
H -0.548 -2.166 1.276
H -1.983 -1.418 0.105
H 0.989 1.634 -1.743
H 0.429 2.207 -0.100
H -0.779 1.502 -1.300
*
```

=====

[5]
The ion C4H7IN3OS with charge +1 at a distorted geometry, computed with ωB97M-V/def2-TZVPD.

ORCA input file:
```
! wB97M-V def2-TZVPD RIJCOSX def2/J DEFGRID3
* xyz 1 1
C 0.092 1.643 0.581
C 0.333 0.410 1.067
C 0.394 2.030 -0.750
C -1.790 -1.118 1.628
N 1.126 -0.023 -0.990
N 1.042 1.157 -1.561
N 1.690 1.504 -2.713
O 2.089 -0.829 -1.590
S -0.013 -0.938 1.861
I 0.141 4.047 -1.358
H -0.152 2.385 1.317
H -2.656 -0.477 1.863
H -1.946 -2.155 2.021
H -1.827 -1.194 0.508
H 2.058 0.651 -3.139
H 1.980 2.428 -3.026
H 2.278 -1.417 -0.794
*
```

=====

[6]
A structure of composition C4H7IO at a distorted geometry, computed with ωB97M-V/def2-TZVPD.

energy above the lowest of the compared OMol25 structures with the same formula, charge and spin = 2.314 eV

ORCA input file:
```
! wB97M-V def2-TZVPD RIJCOSX def2/J DEFGRID3
* xyz 0 1
C -0.873 0.160 -0.249
C 0.512 -0.289 -0.622
C -1.084 -0.969 0.769
C 1.567 0.721 -0.425
O 0.211 -1.320 0.863
I -1.993 -0.079 2.751
H -0.720 1.170 0.176
H -1.639 0.250 -1.007
H 0.549 -0.934 -1.481
H -1.827 -1.688 0.478
H 1.841 0.726 0.710
H 1.015 1.681 -0.789
H 2.440 0.571 -1.174
*
```

=====

| no. | calculated total energy (eV) |
| --- | --- |
| 1 | -13840.06056 |
| 2 | -15340.11235 |
| 3 | -15337.83882 |
| 4 | -15336.35986 |
| 5 | -29701.74132 |
| 6 | -14406.91856 |